Arrangement A

Entry from the Open Molecules 2025 dataset: a 2-piece molecular cluster, C3H10OS2 overall (ωB97M-V with the def2-TZVPD basis set).

Its SMILES is CCSSC.O. The value obtained for the HOMO-LUMO gap is 7.5 eV.

Atoms and positions in Å:
C  -1.45711  1.13715  1.16382
C  -0.09712  0.48524  0.70291
S  0.31680  1.20733  -0.88660
S  -1.40372  -0.40422  -1.85808
C  -0.76787  -1.74928  -0.90804
H  -1.73494  0.74487  2.14012
H  -2.25992  0.80236  0.47559
H  -1.46384  2.20109  1.05202
H  0.65290  0.96236  1.34769
H  -0.11487  -0.58066  0.90208
H  0.27344  -1.77147  -0.44593
H  -1.40982  -2.14728  -0.17487
H  -0.68483  -2.68415  -1.57850
O  3.66770  0.37476  -0.43429
H  3.80038  0.97006  -1.20161
H  2.68282  0.45182  -0.29629

Here are the Mulliken charges for atoms 1 to 6, given in e:
1 C -1.0551
2 C -0.6227
3 S -0.1134
4 S -0.1291
5 C -0.8920
6 H 0.3496

Arrangement B

Entry from the Open Molecules 2025 dataset: a 2-piece molecular cluster, C3H10OS2 overall (ωB97M-V with the def2-TZVPD basis set).

Its SMILES is CCSSC.O. The value obtained for the HOMO-LUMO gap is 7.9 eV.

Atoms and positions in Å:
C  0.53393  -0.78448  2.27357
C  -0.49385  0.05093  1.51854
S  0.01487  0.40836  -0.19960
S  -0.25445  -1.88240  -0.70813
C  -0.42942  -1.51437  -2.44237
H  -0.00567  -1.32733  3.06248
H  1.10798  -1.50609  1.68525
H  1.35959  -0.23183  2.72652
H  -0.80525  1.02147  1.89897
H  -1.43786  -0.48398  1.50447
H  0.41372  -0.98586  -2.86386
H  -1.37100  -1.03578  -2.70635
H  -0.48505  -2.52271  -2.89070
O  0.83949  4.33347  0.35270
H  0.82627  3.38766  0.53046
H  0.20795  4.42314  -0.37056

Here are the Mulliken charges for atoms 1 to 6, given in e:
1 C -0.8992
2 C -0.6213
3 S -0.1104
4 S -0.0668
5 C -0.8819
6 H 0.2607

Arrangement C

Entry from the Open Molecules 2025 dataset: a 2-piece molecular cluster, C3H10OS2 overall (ωB97M-V with the def2-TZVPD basis set).

Its SMILES is CSCSC.O. The value obtained for the HOMO-LUMO gap is 9.6 eV.

Atoms and positions in Å:
C  0.29597  -2.95788  -0.35685
S  0.72423  -1.61271  -1.47616
C  0.97740  -0.34808  -0.19333
S  -0.60849  0.45391  0.32647
C  -0.06569  1.72797  1.47747
H  1.02806  -2.80115  0.45314
H  0.43701  -3.97195  -0.76719
H  -0.71940  -2.88850  0.06837
H  1.62346  -0.68195  0.64128
H  1.46040  0.53083  -0.66204
H  -0.93324  1.98829  2.10692
H  0.32885  2.65209  1.02257
H  0.71665  1.29044  2.12022
O  -1.89256  1.99324  -1.89787
H  -1.33449  1.67707  -1.15165
H  -2.03821  2.94836  -1.71134

Here are the Mulliken charges for atoms 1 to 6, given in e:
1 C -0.7241
2 S -0.0275
3 C -0.6795
4 S -0.1155
5 C -0.7883
6 H 0.2096

So which one is most stable? That would be arrangement C, about 0.271 eV below the next structure.

Arrangement A

Entry from the Open Molecules 2025 dataset: a single C4H5NS molecule (ωB97M-V with the def2-TZVPD basis set).

Its SMILES is S[C@@H]1C=CC=N1. The value obtained for the HOMO-LUMO gap is 9.4 eV.

Atoms and positions in Å:
S  -2.08072  0.51884  0.89077
C  -0.95628  -0.10085  -0.30463
C  -0.03133  -1.07440  0.25323
C  1.19599  -0.54138  0.12821
C  1.08226  0.67397  -0.65195
N  -0.14849  0.90698  -0.88971
H  -1.41424  1.39702  1.54999
H  -1.48470  -0.30635  -1.39756
H  -0.28923  -1.92872  0.90326
H  2.19982  -0.93083  0.43490
H  1.92691  1.38571  -0.91650

Here are the Mulliken charges for atoms 1 to 6, given in e:
1 S -0.2322
2 C 0.2151
3 C -0.5589
4 C -0.0975
5 C -0.2407
6 N -0.5032

Arrangement B

Entry from the Open Molecules 2025 dataset: C4H5NS as an isolated structure (ωB97M-V with the def2-TZVPD basis set).

The value obtained for the HOMO-LUMO gap is 9.5 eV.

Atoms and positions in Å:
C  -2.07900  -0.19456  -0.08118
C  -0.66973  -0.65148  0.45838
C  0.23109  1.46600  0.15171
C  -0.83751  0.55977  -0.33397
H  -2.47628  -0.72221  -1.05087
H  -2.88080  -0.19224  0.69385
H  -0.72891  -0.22946  1.56973
H  0.47415  2.60290  0.26075
H  -0.51169  0.43938  -1.36443
N  1.35510  0.75585  -0.00005
S  1.04804  -0.89173  -0.07990

Here are the Mulliken charges for atoms 1 to 6, given in e:
1 C -0.4064
2 C -0.1393
3 C -0.4840
4 C 0.0900
5 H 0.2108
6 H 0.2726

Arrangement C

Entry from the Open Molecules 2025 dataset: a single C4H5NS molecule (ωB97M-V with the def2-TZVPD basis set).

Its SMILES is CC(=S)CC#N. The value obtained for the HOMO-LUMO gap is 8.5 eV.

Atoms and positions in Å:
C  1.24430  0.11975  -0.50427
C  0.13586  0.89324  0.15212
S  -0.28106  2.43778  -0.22796
C  -0.75724  -0.11933  0.85700
C  -1.32651  -1.09282  -0.06877
N  -1.58295  -1.94214  -0.79299
H  0.65652  -0.64984  -1.04582
H  2.10323  -0.16651  0.05994
H  1.55249  0.86545  -1.33365
H  -0.15277  -0.62962  1.57626
H  -1.59186  0.28406  1.32814

Here are the Mulliken charges for atoms 1 to 6, given in e:
1 C -0.9783
2 C 0.2286
3 S -0.2106
4 C -0.5137
5 C 0.3373
6 N -0.4084

So which one is most stable? That would be arrangement C, about 0.467 eV below the next structure.